# 1
{
  "formula": "C6H9N",
  "method": "ωB97M-V/def2-TZVPD",
  "gap_ev": [6.9, 6.9],
  "e_lumo_ev": [0.9, 0.9],
  "elements": ["C", "C", "C", "C", "C", "C", "N", "H", "H", "H", "H", "H", "H", "H", "H", "H"],
  "xyz": [[-1.3954, 1.5467, -0.2952], [-0.2251, 0.6363, -0.1756], [-0.2109, -0.7882, 0.0486], [-1.2506, -1.6389, 0.1341], [1.2557, -1.1642, 0.2868], [1.9867, 0.1345, 0.1124], [1.0602, 1.0552, -0.1313], [-2.1600, 1.0933, -0.9381], [-1.1255, 2.5118, -0.7420], [-1.8732, 1.7509, 0.6750], [-1.0877, -2.7048, 0.2652], [-2.2800, -1.2943, 0.1060], [1.3375, -1.5421, 1.3142], [1.6263, -1.9585, -0.3732], [3.0408, 0.3349, 0.0012], [1.3012, 2.0274, -0.2880]],
  "atomic_forces_ev_per_a": [[-0.05, 0.02, -0.05], [-0.10, -0.32, 0.12], [0.06, 0.22, 0.04], [-0.12, -0.05, 0.02], [0.00, -0.11, 0.04], [0.15, -0.19, 0.00], [-0.05, 0.43, -0.08], [0.11, 0.07, 0.08], [0.00, -0.15, 0.07], [0.06, -0.04, -0.13], [-0.03, 0.16, 0.04], [0.15, -0.02, -0.12], [0.13, 0.01, -0.12], [-0.10, 0.13, 0.04], [-0.16, 0.00, 0.03], [-0.05, -0.17, 0.01]],
  "lowdin_charge": [-0.0510, -0.2876, -0.2805, 0.0117, -0.1197, -0.1250, 0.0398, 0.0768, 0.0722, 0.0789, 0.0455, 0.0397, 0.1198, 0.1184, 0.0934, 0.1675]
}


# 2
{
  "formula": "C2H13NO4",
  "method": "ωB97M-V/def2-TZVPD",
  "gap_ev": 10.9,
  "smiles": "NCCO.O.O.O",
  "e_lumo_ev": 0.6,
  "elements": ["C", "O", "C", "N", "H", "H", "H", "H", "H", "H", "H", "H", "H", "O", "H", "H", "O", "H", "H", "O"],
  "xyz": [[0.5524, 1.7628, 0.1840], [0.9826, 0.5875, 0.8165], [-0.7912, 1.5398, -0.5301], [-1.6558, 0.6509, 0.2553], [0.3711, 2.5066, 0.9677], [1.3040, 2.0601, -0.5357], [0.5090, 0.2592, 1.5873], [-1.2689, 2.4678, -0.8550], [-0.5202, 1.0371, -1.4664], [-2.5714, 0.6631, -0.1811], [-1.8322, 1.1181, 1.1428], [1.4402, -1.3153, -0.2325], [-0.0360, -1.4411, -0.2273], [0.7597, -2.0045, -0.2091], [0.7685, -2.1647, 1.7123], [-0.0880, -1.9168, 2.9311], [0.8079, -1.7498, 2.5986], [0.7582, -2.0386, -2.7867], [0.3107, -0.7463, -2.1894], [0.1994, -1.2760, -2.9825]],
  "atomic_forces_ev_per_a": [[-1.81, 0.02, 1.27], [1.42, -0.56, -0.78], [0.78, -0.64, -0.85], [-0.25, 0.63, 0.01], [0.42, 0.45, -0.23], [0.21, 0.21, 0.13], [-0.29, 0.28, -0.01], [0.13, 0.23, 0.31], [-0.38, -0.18, -0.01], [-0.03, -0.31, -0.11], [0.07, -0.14, 0.15], [0.11, -0.13, 0.31], [0.01, -0.37, 0.19], [-0.21, 0.34, -0.26], [0.29, 0.28, 0.14], [0.38, 0.05, 0.14], [-0.78, -0.20, -0.18], [-0.18, -0.02, -0.05], [-0.07, 0.08, -0.04], [0.18, -0.03, -0.14]],
  "lowdin_charge": [-0.2460, -0.0986, -0.2616, 0.0026, 0.1145, 0.1193, 0.0640, 0.1104, 0.0911, 0.0741, 0.0753, 0.0497, 0.0358, -0.0696, 0.0093, 0.0457, -0.0722, 0.0358, -0.0190, -0.0608]
}


# 3
{
  "formula": "C10H18Si",
  "method": "ωB97M-V/def2-TZVPD",
  "gap_ev": [6.0, 7.0],
  "e_lumo_ev": [0.9, -2.3],
  "multiplicity": 3,
  "elements": ["C", "C", "C", "C", "C", "C", "C", "C", "C", "C", "Si", "H", "H", "H", "H", "H", "H", "H", "H", "H", "H", "H", "H", "H", "H", "H", "H", "H", "H"],
  "xyz": [[3.4204, 1.0285, -0.1942], [2.4758, 1.9746, -0.0777], [3.2158, -0.3799, -0.6798], [0.9432, 1.5711, 0.0114], [2.5140, -1.3733, -0.1302], [0.2888, 0.5783, -0.5800], [1.8829, -1.1504, 1.2617], [-1.9406, 0.6012, 1.5471], [-1.8573, -1.7061, -0.6225], [-2.6528, 1.0659, -1.4259], [-1.5432, 0.1891, -0.1415], [4.4278, 1.3437, -0.3060], [2.5964, 3.0495, 0.2150], [3.6179, -0.3732, -1.7320], [0.4425, 2.2055, 0.7020], [2.5297, -2.3638, -0.5013], [0.7965, 0.0059, -1.3647], [0.7704, -1.2346, 1.2405], [2.0152, -0.1444, 1.6282], [2.1971, -1.9721, 1.9476], [-1.6295, -0.0993, 2.2687], [-1.5379, 1.5419, 1.9228], [-3.0109, 0.6751, 1.6320], [-1.3380, -1.9228, -1.6265], [-1.5021, -2.4604, -0.0279], [-2.8788, -1.9934, -0.6328], [-3.6263, 1.0121, -0.8989], [-2.2142, 2.0994, -1.4398], [-2.7163, 0.6047, -2.3151]],
  "atomic_forces_ev_per_a": [[3.56, -5.50, -1.38], [-9.79, 3.43, 1.94], [0.60, 2.51, -1.20], [6.12, 2.89, 0.22], [-0.45, 1.45, 2.18], [-1.93, -2.22, -1.09], [-0.78, -1.60, -0.45], [-0.49, 1.39, 1.04], [1.14, 2.16, -1.87], [0.76, 2.08, 4.94], [1.21, -2.16, -3.54], [0.87, 0.33, -0.44], [0.45, -1.36, -0.07], [0.21, -1.07, 1.14], [-0.58, 0.84, 0.30], [-0.28, -0.72, -0.69], [-0.36, 0.25, 0.22], [0.71, -0.26, -0.30], [0.64, 0.02, 0.30], [0.11, 0.87, -0.18], [0.47, -1.22, 0.74], [0.02, 0.24, -0.30], [-0.63, 0.05, 0.13], [-1.08, 0.56, 1.16], [1.59, -1.60, 2.05], [-1.32, 0.27, -0.66], [0.17, 0.53, -0.56], [-0.95, -0.69, -0.41], [0.01, -1.46, -3.22]],
  "mulliken_spin": [0.6248, 0.6166, -0.0817, -0.0345, 0.1693, 0.4430, 0.0458, 0.0057, 0.0106, 0.0186, -0.0134, 0.0410, 0.0173, 0.0429, 0.0429, 0.0090, 0.0244, -0.0133, 0.0253, 0.0019, 0.0001, -0.0006, 0.0003, -0.0007, -0.0011, -0.0001, -0.0003, 0.0033, 0.0030]
}


# 4
{
  "formula": "C8H14N6S",
  "method": "ωB97M-V/def2-TZVPD",
  "gap_ev": 9.8,
  "charge": 2,
  "smiles": "Cc1[nH]c([C@@]2([NH+]=C(N)N)CSC=N2)c[nH+]1",
  "e_lumo_ev": -6.0,
  "elements": ["C", "C", "C", "C", "C", "C", "C", "C", "N", "N", "N", "N", "N", "N", "S", "H", "H", "H", "H", "H", "H", "H", "H", "H", "H", "H", "H", "H", "H"],
  "xyz": [[-1.5889, -1.4605, 0.9466], [-0.6461, -0.6711, 0.3613], [-2.0736, -1.1611, -1.1960], [2.2609, -1.9632, 1.1936], [2.0384, 1.8060, 0.2123], [0.7382, -0.6907, 2.6506], [0.6718, -0.2353, 1.0275], [-3.0353, -1.0220, -2.3121], [1.7568, -0.9915, 0.4530], [-0.9623, -0.4850, -0.9345], [-2.4340, -1.7820, -0.0340], [2.1551, 3.0858, 0.4874], [2.9027, 1.1584, -0.5071], [0.9551, 1.1994, 0.7644], [1.7824, -2.2550, 2.7193], [-1.6522, -1.9107, 1.9779], [2.8948, -2.6990, 0.7132], [1.3412, 0.1131, 3.1188], [-0.1989, -0.7158, 3.2224], [-2.7089, -0.5475, -3.1926], [-3.1443, -2.0777, -2.6624], [-4.0325, -0.8213, -2.0243], [-0.2986, -0.1201, -1.6856], [-3.0536, -2.6113, -0.0086], [3.0161, 3.5667, 0.5760], [1.3417, 3.6910, 0.5607], [3.6984, 1.6875, -0.9377], [2.8932, 0.1165, -0.6020], [0.4766, 1.9360, 1.3236]],
  "atomic_forces_ev_per_a": [[1.44, -0.40, 1.83], [1.94, 0.24, 3.16], [-1.79, 0.26, 0.67], [-0.84, 1.60, -3.70], [-0.61, -1.90, 0.59], [0.57, 1.54, -0.97], [0.44, -1.22, 1.42], [0.90, -3.56, -0.43], [0.91, -1.84, -0.04], [1.07, 0.36, -2.19], [-1.23, -1.01, -2.07], [-0.80, 1.91, 0.04], [2.52, -0.17, -1.50], [-1.00, 1.16, 0.98], [-1.87, 0.86, 2.37], [0.09, 0.74, -1.53], [0.45, 0.24, 0.00], [-0.20, -0.52, -0.12], [0.22, -0.36, -0.45], [0.50, 1.15, -0.68], [-0.04, 0.40, -0.07], [-0.81, 0.96, 0.61], [-1.49, -0.31, 1.49], [0.03, 1.17, -0.01], [0.93, 0.18, -0.38], [0.21, -0.37, 0.19], [-1.21, -0.72, 0.60], [-0.35, 1.16, 0.46], [0.03, -1.54, -0.24]],
  "lowdin_charge": [0.0053, -0.1637, -0.2301, -0.5077, -0.4528, -0.2565, -0.3787, 0.0498, -0.0259, 0.2083, 0.1540, 0.2058, 0.2208, 0.1472, 1.0597, 0.1727, 0.1003, 0.0877, 0.0798, 0.0868, 0.1255, 0.0960, 0.2401, 0.2168, 0.1327, 0.1485, 0.1756, 0.1242, 0.1776]
}


We obtain energy relative to the best compared isomer or geometry (same formula, charge and spin) values of 238.6; 80.9; 31.4; 81.6 kJ/mol for the records listed above, in that order.
We obtain total energy values of -7855.6865; -11964.6277; -18533.4947; -28283.5432 eV for the records listed above, in that order.